Computed, not measured: a 22-piece molecular cluster, C68H204N18O22P6S16 overall in a non-equilibrium geometry, with wB97M-V/def2-TZVPD.

Calculated values
E_HOMO	-0.2871	hartree
multiplicity	1
relative energy (zero: lowest compared OMol25 entry of this formula, charge and spin)	749.6	kJ/mol
electronic energy	-13772.79721	Eh

Each line ends with the Mulliken charge.
Geometry (Å):
H  -5.985  -1.077  1.628  0.396
C  3.182  -5.825  -0.018  -0.864
H  3.996  -2.093  4.024  0.366
O  -6.223  5.347  0.930  -0.688
H  -4.640  -8.290  6.843  0.339
H  -0.481  -8.173  -7.948  0.273
H  -8.760  -1.054  4.362  0.417
H  3.778  0.888  3.917  0.202
C  -3.137  -4.617  -6.345  -0.320
C  0.748  5.039  -8.194  -0.961
H  3.692  -0.735  5.222  0.341
H  -7.088  -1.606  -1.949  0.268
O  -7.924  1.098  1.572  -0.597
C  7.958  3.585  -1.617  -0.833
H  -5.413  -3.680  -8.377  0.283
H  3.878  -7.056  -2.508  0.251
H  8.523  3.134  -2.433  0.203
O  -4.380  -0.359  -6.499  -0.618
H  -0.664  -9.556  1.742  0.123
P  -3.133  -6.299  5.073  -0.109
N  -0.331  0.949  1.194  1.098
H  -5.016  -5.673  3.031  0.562
H  2.993  0.790  -7.642  0.310
H  -3.434  -4.746  8.109  0.346
H  -2.275  0.588  0.546  0.603
O  -2.364  -7.385  4.451  -0.674
H  -4.472  -8.894  5.298  0.260
H  -2.103  -8.987  -8.384  0.322
H  9.221  5.592  -0.656  0.420
H  1.224  6.184  5.822  0.128
H  3.011  2.384  4.444  -0.536
S  -2.845  5.138  -2.816  0.585
H  -2.269  -5.270  -6.247  -0.427
H  3.572  -8.787  -2.352  0.344
H  6.666  4.316  -6.764  0.512
S  -5.139  5.412  2.032  0.872
H  3.110  0.042  -1.496  -0.229
H  3.806  3.433  -3.563  -0.324
C  -5.486  0.545  5.120  -0.323
H  7.304  4.997  4.398  0.187
C  0.328  4.675  3.239  -0.082
S  -1.400  5.422  3.222  0.470
H  -3.673  -4.567  -5.398  0.303
S  -4.806  -2.488  -2.183  0.709
C  -7.999  -0.274  4.390  -0.653
H  -4.840  -3.922  3.060  0.277
H  7.285  3.391  3.609  0.326
C  3.435  1.867  3.583  -0.071
C  0.347  -6.507  -5.090  -0.210
C  -1.448  1.800  8.675  -1.238
H  0.321  -6.888  1.880  -0.215
C  -5.789  -5.806  5.719  -0.916
H  2.644  -5.407  0.832  0.139
H  9.100  4.861  -4.044  0.337
C  -1.401  -8.167  -8.533  -1.167
H  -6.747  -6.317  5.626  0.382
C  4.172  5.587  -1.781  -0.374
O  -2.294  4.249  2.872  -0.323
H  1.499  -6.228  3.083  0.297
O  -6.385  -1.970  5.590  -0.469
O  6.916  -1.874  1.394  -0.625
H  0.713  -1.905  6.187  0.594
C  -0.385  -2.275  0.207  -0.078
H  3.539  6.645  -6.111  0.595
C  -6.233  5.025  3.470  -0.945
S  -7.164  0.586  0.350  0.330
H  -0.358  0.098  -2.198  0.139
N  -4.774  -6.765  5.327  0.391
C  -4.861  7.220  2.552  -1.252
H  5.604  -1.701  -5.603  0.394
C  7.287  4.469  3.445  -1.097
C  -1.597  -5.110  -1.322  -0.257
C  1.522  3.615  6.807  -0.236
H  2.735  9.145  -5.746  0.403
H  -1.354  -0.898  -6.132  0.390
H  -1.252  -4.211  4.380  0.327
H  -6.563  2.992  0.125  0.493
H  -0.297  4.762  -8.332  0.396
H  -2.769  5.333  9.750  0.372
H  2.577  2.914  -0.710  -0.442
H  3.556  6.002  6.028  0.415
N  -4.080  -7.615  -6.891  0.241
H  -1.674  6.057  5.912  -0.053
H  2.756  1.299  -2.626  -0.272
C  4.041  6.005  5.052  -1.379
C  -0.976  5.092  -2.330  0.194
H  -0.111  -6.660  3.545  -0.317
C  0.713  -6.958  2.895  0.349
C  2.249  9.008  -4.779  -1.066
H  -3.274  6.520  6.435  0.520
S  -6.845  -0.573  5.807  0.276
C  0.540  -1.416  5.228  -0.379
C  8.496  4.688  -4.935  -1.176
H  4.204  -2.620  -5.021  0.287
H  7.503  -0.140  -0.918  0.454
H  5.766  0.219  -0.487  -0.345
C  -1.064  -5.786  -8.973  -0.744
H  -1.150  -7.104  7.337  0.301
H  -2.745  -3.627  -6.578  0.221
C  8.604  6.014  -1.448  -1.181
H  1.238  -7.127  -5.193  0.545
C  -6.132  2.053  -0.222  -0.482
C  6.281  5.896  1.689  -0.615
H  1.818  -3.085  -5.690  -0.216
H  6.312  2.084  1.851  0.226
O  -4.550  -6.881  -9.381  -0.846
S  1.218  -8.741  3.250  0.358
H  -2.141  -4.580  -0.539  0.188
O  1.365  6.849  -3.317  -0.512
H  -5.056  0.038  4.256  0.143
H  -7.166  5.558  3.290  0.419
H  -1.720  1.536  6.076  0.546
H  -1.043  -5.020  -8.198  0.047
H  -0.226  -6.360  -6.005  -0.529
C  -6.592  -2.273  -2.655  -1.143
H  -3.030  2.594  6.446  0.037
H  -1.448  -2.517  0.190  -0.307
S  -3.323  0.557  -5.987  0.412
H  -5.800  5.216  4.451  0.312
H  -3.771  4.397  8.634  0.300
H  -0.608  -5.414  -0.980  0.298
H  3.938  6.932  -4.433  0.344
H  -6.001  -2.640  -0.143  0.444
H  1.247  2.621  6.456  0.049
C  -0.343  -9.672  2.777  -0.732
H  0.263  6.758  7.027  0.505
H  3.546  -2.480  5.612  0.376
P  -3.681  -6.676  -8.210  0.325
H  5.454  2.967  -3.559  0.598
H  -1.351  1.166  3.055  0.396
H  -2.538  -8.751  -1.080  0.483
O  1.718  -3.261  3.493  -0.465
H  -0.415  4.816  -3.222  -0.276
C  1.643  -4.139  -5.904  -0.450
H  3.117  5.332  -1.878  0.367
H  0.988  5.512  3.010  0.474
H  -2.402  1.300  8.506  0.388
C  4.534  -1.861  -5.731  -1.261
H  -1.802  -0.732  -1.556  0.186
H  0.069  3.112  -5.864  0.694
H  5.642  3.078  5.532  0.370
N  7.112  4.695  -4.595  0.450
H  7.280  5.925  1.254  0.193
P  6.555  5.513  -3.172  0.086
H  -2.104  7.081  1.410  0.284
H  -2.281  -1.256  -4.722  0.056
O  1.268  -7.176  -1.442  -0.643
N  -1.276  2.861  7.700  0.844
H  -6.116  -8.366  5.750  0.354
H  -0.407  -1.751  4.805  -0.273
S  -2.305  -6.612  -2.218  0.775
H  4.206  6.642  -2.055  0.410
N  -0.030  -1.116  -0.558  0.917
C  -4.288  -4.861  3.022  -1.069
H  0.554  4.368  4.260  -0.499
H  9.228  6.454  -2.226  0.299
H  -0.072  -6.227  -9.063  0.392
C  3.811  -7.880  -1.797  -1.096
H  6.221  -0.563  -2.063  0.373
H  3.317  6.354  4.314  0.252
O  3.076  4.319  -7.289  -0.548
C  -1.942  2.560  6.376  -0.725
C  3.936  0.483  -7.188  -1.001
H  -1.643  -4.211  2.843  0.364
H  -6.204  -7.320  -6.972  0.321
C  -1.921  -0.426  -5.329  -0.512
H  -2.221  -3.781  7.484  0.389
C  -3.305  -7.753  -5.677  -1.090
O  2.068  -0.542  -5.611  -0.603
N  7.674  4.995  -1.980  0.623
H  -3.757  6.239  8.714  0.390
H  -5.366  0.445  1.883  0.470
H  -7.011  -3.259  -2.856  0.407
N  -2.495  -5.661  6.517  0.366
N  6.097  4.822  2.681  0.655
H  4.012  -1.455  0.128  -0.585
S  6.362  -2.020  -0.019  0.340
H  8.542  3.575  -0.697  0.414
P  0.866  0.052  0.342  -1.027
H  -2.983  4.814  5.946  0.064
C  -2.561  5.695  6.430  -0.430
H  -3.213  -8.809  -5.426  0.486
H  -1.197  -9.533  3.441  0.248
H  -1.492  1.782  -0.513  0.042
S  3.576  -0.282  -5.623  0.901
H  -5.703  -4.841  5.219  0.247
H  0.724  4.651  -5.336  0.052
H  -6.086  2.068  -1.311  0.373
O  -3.762  -6.105  -2.320  -0.696
O  -4.429  -1.051  -1.860  -0.417
C  -2.178  -7.776  -0.752  -1.020
N  5.069  4.876  -2.689  0.853
O  -0.088  4.471  9.545  -0.841
S  1.860  -1.818  3.964  0.835
H  -4.852  -0.466  0.410  0.449
N  4.364  4.632  4.788  0.442
H  1.181  2.738  0.274  0.104
O  6.494  6.971  -3.206  -0.920
H  -5.735  -5.638  6.795  0.278
H  3.031  5.463  -5.029  -0.341
H  4.505  5.601  -0.744  -0.480
H  1.056  -4.075  -6.820  0.122
C  -2.979  -4.490  7.152  -0.999
H  5.187  0.750  2.079  0.399
C  0.997  3.663  -5.709  -0.774
N  -3.930  -5.080  -7.519  0.384
H  1.462  9.738  -4.592  0.389
H  2.798  1.641  2.728  0.142
C  5.061  3.940  5.862  -1.032
H  -0.713  1.015  8.500  0.276
H  -4.327  -3.109  0.057  -0.090
H  0.503  3.849  2.550  0.041
H  -0.176  -7.074  -4.320  0.146
H  4.753  -7.987  -1.259  0.420
N  4.616  2.563  3.097  0.458
H  -2.870  5.464  -0.450  -0.194
C  -0.742  -0.836  -1.788  -1.178
H  0.842  5.965  -7.627  0.146
O  2.265  -9.014  2.224  -0.567
H  -0.593  -0.264  2.836  0.105
H  -4.295  7.810  1.831  0.345
N  1.445  1.097  -0.879  1.039
H  -1.044  5.790  0.798  -0.089
H  4.253  -5.856  0.180  0.566
C  4.706  3.476  -2.950  -0.357
H  -1.551  3.269  5.647  -0.191
H  6.239  6.852  2.211  0.312
O  3.406  4.789  2.271  -1.153
H  5.432  5.941  1.007  -0.192
H  8.781  3.714  -5.332  0.357
H  -0.679  -5.407  7.730  0.339
C  -0.412  0.793  2.646  -0.431
O  -0.754  -4.039  -4.669  -0.685
H  -2.060  2.188  1.137  0.186
H  -1.454  -5.283  -9.859  0.321
N  -3.279  -4.889  4.113  0.718
C  -1.140  -6.068  6.996  -0.898
H  2.554  -4.733  -5.979  0.493
H  -6.402  3.949  3.417  0.081
H  -5.853  7.671  2.553  0.478
H  -1.540  2.158  9.700  0.272
C  3.163  6.543  -5.093  -0.565
H  -4.279  -0.004  -3.877  -0.226
H  -1.460  -4.380  -2.120  -0.134
H  -5.673  -8.759  -7.731  0.315
P  -0.664  4.418  8.165  0.105
H  5.452  3.774  -5.675  0.186
H  1.112  5.180  -9.212  0.412
C  6.459  -0.443  -1.006  -0.356
H  -3.105  1.337  -3.601  0.047
H  -1.244  0.241  -4.794  0.168
H  -5.630  -8.679  -5.963  0.427
H  -8.469  0.673  4.656  0.345
H  5.603  5.443  -6.006  0.203
H  7.029  3.070  -1.370  0.078
C  6.201  4.555  -5.808  -1.034
C  4.571  -2.390  0.094  0.102
H  8.752  5.384  -5.733  0.338
H  4.707  2.080  1.101  0.118
C  2.282  0.570  -1.970  -0.114
H  2.083  3.545  7.739  0.590
H  -3.781  -3.964  6.633  0.260
C  -3.888  0.943  -4.249  -0.328
H  1.055  2.956  -1.609  -0.049
H  7.937  6.775  -1.044  0.284
H  -2.651  -7.396  0.153  0.319
C  -1.268  6.426  1.654  -0.707
C  -5.684  -0.196  1.061  -1.226
H  0.410  1.225  3.219  -0.228
H  -4.528  5.463  -1.063  0.569
H  0.194  -3.083  -0.240  0.305
H  -4.611  1.758  -4.255  0.479
H  -7.466  -0.286  3.439  -0.094
H  1.595  3.139  -4.964  0.072
C  -1.584  1.430  0.514  -1.132
P  4.523  4.282  3.112  0.934
H  4.267  -2.862  -0.840  0.238
H  3.023  8.997  -4.012  0.298
H  -1.134  -7.860  -0.449  0.094
C  -5.462  -8.113  -6.879  -1.130
C  -5.217  -3.279  -0.549  -0.838
S  2.528  -7.492  -0.614  0.683
H  -0.732  5.996  -1.772  0.486
H  -3.554  3.893  -0.714  0.089
S  1.575  7.331  -4.755  0.409
H  -3.628  -7.146  -4.831  0.688
H  -0.335  6.988  1.712  0.474
H  -3.798  -4.993  2.057  0.008
H  4.417  2.998  -2.014  -0.119
H  -6.479  -1.687  -3.567  0.406
H  3.001  -5.118  -0.827  0.209
H  1.869  6.145  7.523  0.329
H  4.336  -2.241  -6.733  0.422
H  4.965  6.582  5.076  0.273
C  -3.582  4.922  -1.074  -0.377
H  1.913  -0.204  -2.643  0.342
C  -5.052  -8.149  5.844  -1.004
S  0.597  -4.736  -4.524  0.684
H  -2.375  -2.936  3.896  0.426
C  5.262  1.835  2.007  -1.007
H  4.431  -0.203  -7.874  0.374
N  -2.079  5.391  7.769  0.204
H  -0.744  4.370  -1.547  -0.285
H  -4.796  0.758  5.936  0.221
H  8.182  4.562  2.829  0.356
H  -5.452  -4.333  -0.697  0.534
H  0.462  -0.329  5.251  -0.124
H  -5.155  2.009  0.260  -0.261
C  -2.142  -3.995  3.788  -1.491
C  1.552  2.543  -0.732  0.351
H  4.564  1.371  -7.113  0.238
H  -1.072  -8.253  -9.568  0.521
C  -3.186  5.310  8.743  -1.150
N  0.476  4.609  6.960  0.932
H  -4.484  7.380  3.562  0.267
H  5.700  4.602  6.446  0.420
H  -3.787  -3.001  -8.107  0.328
H  4.341  -2.956  0.997  0.314
H  -0.574  -6.223  6.078  0.216
H  2.193  3.913  6.002  -0.696
H  -5.862  1.467  4.677  0.101
H  -4.064  -4.051  -9.418  0.313
S  1.745  3.603  -7.426  0.439
C  -4.345  -3.897  -8.376  -0.891
H  -0.067  -10.726  2.758  0.437
O  1.949  -0.417  1.295  -0.182
O  -3.050  6.577  -3.320  -0.712
H  -2.270  -7.449  -5.837  -0.067
N  -2.002  -6.866  -8.511  0.199
C  3.393  -1.716  4.850  -1.265
H  -0.140  -2.174  1.264  -0.233
H  4.307  3.505  6.518  0.088
H  -0.613  -1.577  -2.576  0.320
C  1.011  5.980  6.872  -1.309